# 1
{
  "formula": "C42H85BrF4N2O4SSi2",
  "method": "ωB97M-V/def2-TZVPD",
  "spin_multiplicity": 3,
  "e_lumo_ev": [0.3, 0.1],
  "energy_ha": -6012.45126,
  "symbols": ["C", "C", "C", "C", "C", "C", "Si", "C", "C", "C", "C", "C", "C", "C", "C", "C", "C", "O", "C", "O", "Si", "S", "Br", "C", "C", "C", "C", "C", "C", "F", "F", "C", "F", "F", "H", "H", "H", "H", "H", "H", "H", "H", "H", "H", "H", "H", "H", "H", "H", "H", "H", "H", "H", "H", "H", "H", "H", "H", "H", "H", "H", "H", "H", "H", "H", "H", "H", "H", "H", "H", "H", "H", "H", "H", "H", "H", "H", "H", "H", "H", "H", "H", "H", "C", "C", "C", "C", "C", "C", "N", "O", "C", "C", "C", "H", "H", "H", "H", "H", "H", "H", "H", "H", "H", "H", "H", "H", "H", "H", "H", "H", "H", "C", "C", "C", "C", "C", "C", "N", "O", "C", "C", "C", "H", "H", "H", "H", "H", "H", "H", "H", "H", "H", "H", "H", "H", "H", "H", "H", "H", "H"],
  "xyz": [[5.57429, -0.28128, 4.38934], [4.09821, -0.03086, 4.77334], [3.26900, -1.31938, 4.99597], [2.31386, -1.48619, 3.78835], [3.12344, -1.90864, 2.53694], [3.01039, -0.91754, 1.34507], [2.38336, -1.73693, -0.22929], [2.85761, -0.63501, -1.66458], [2.79176, 0.88030, -1.30251], [1.91756, 1.63074, -2.31932], [1.32199, 2.89276, -1.69636], [0.34874, 2.56864, -0.54535], [-0.91516, 3.40653, -0.51695], [-2.07833, 2.83588, -1.33855], [-2.48938, 1.41362, -0.96009], [-3.49566, 1.33322, 0.18985], [-3.66003, -0.15039, 0.55483], [-4.98013, -0.43524, 0.97554], [-5.20192, -1.83742, 0.94263], [3.09729, -3.26355, -0.23386], [2.98784, -4.24739, -1.57801], [4.87422, -4.08387, -2.62114], [1.39321, -3.67877, -3.04052], [2.79673, -6.01653, -0.91157], [4.11834, -6.79638, -0.89320], [1.68405, -6.84325, -1.61332], [0.41500, -7.04649, -0.74889], [-0.89614, -6.54994, -1.41431], [0.43607, -1.79429, 0.00072], [0.12516, -0.99239, 1.06655], [-0.22178, -1.25910, -1.05972], [-0.16150, -3.16338, 0.31557], [-1.42020, -2.98976, 0.78347], [0.56665, -3.83220, 1.22593], [5.81001, -1.33206, 4.24544], [5.73814, 0.20044, 3.42595], [6.27426, 0.16952, 5.08322], [3.63954, 0.56738, 3.99483], [4.09249, 0.53316, 5.70222], [3.93838, -2.17441, 4.96519], [2.64730, -1.28545, 5.88551], [1.65165, -2.31756, 4.03785], [1.70106, -0.60396, 3.62928], [2.80594, -2.90811, 2.25172], [4.17706, -1.99051, 2.77800], [3.99808, -0.52108, 1.09910], [2.41340, -0.04615, 1.59000], [3.87650, -0.84105, -1.99145], [2.23983, -0.75979, -2.55016], [2.33133, 1.05811, -0.33417], [3.77896, 1.32844, -1.34916], [1.07696, 1.00734, -2.62674], [2.52936, 1.93250, -3.16527], [0.88196, 3.54944, -2.44463], [2.16152, 3.45233, -1.27712], [0.88292, 2.77209, 0.38184], [0.15516, 1.49743, -0.53972], [-0.74992, 4.42897, -0.85262], [-1.26880, 3.49749, 0.51000], [-2.94037, 3.47818, -1.14866], [-1.91066, 2.90448, -2.41193], [-2.97033, 0.95499, -1.82620], [-1.65188, 0.76710, -0.70334], [-4.45346, 1.78613, -0.04367], [-3.03478, 1.80213, 1.05779], [-2.94134, -0.40750, 1.33631], [-3.40754, -0.72202, -0.34489], [-5.87386, -2.11172, 1.74740], [-4.27153, -2.39698, 1.04056], [-5.62278, -2.11092, -0.02819], [5.72418, -4.39872, -1.62891], [2.50193, -5.90136, 0.12920], [3.96105, -7.65682, -0.24229], [4.40168, -7.17911, -1.86730], [4.90612, -6.21848, -0.41920], [1.43381, -6.49490, -2.61068], [2.09707, -7.84217, -1.74386], [0.29391, -8.11196, -0.58349], [0.52085, -6.60246, 0.23755], [-1.65819, -7.30938, -1.26945], [-0.78014, -6.35096, -2.47289], [-1.27822, -5.68582, -0.88050], [-0.25164, -3.77453, -0.58271], [8.91830, 3.67439, 0.81325], [7.65137, 3.08952, 0.15638], [8.00833, 2.23850, -1.06771], [8.35876, 3.04776, -2.31261], [7.25718, 4.06129, -2.61741], [6.94336, 4.96848, -1.42659], [6.69109, 4.18433, -0.17787], [5.50060, 3.68514, -0.24670], [8.10895, 5.96521, -1.24334], [5.74084, 5.85090, -1.75877], [7.09344, 2.15381, 1.22573], [9.36239, 4.51408, 0.28962], [8.69806, 4.02132, 1.82422], [9.69476, 2.91128, 0.88724], [7.15862, 1.59198, -1.31425], [8.83251, 1.56756, -0.81823], [9.32327, 3.54760, -2.18418], [8.47850, 2.37464, -3.16429], [7.54864, 4.67391, -3.47344], [6.35380, 3.52111, -2.92007], [8.04075, 6.47959, -0.28361], [8.07839, 6.72639, -2.02307], [9.09290, 5.50867, -1.32871], [4.86155, 5.27086, -2.03516], [5.97713, 6.49520, -2.60497], [5.48078, 6.48992, -0.91298], [6.76746, 2.70713, 2.10776], [7.86660, 1.45160, 1.54037], [6.25230, 1.56248, 0.86435], [-10.67354, 2.35353, 0.89548], [-11.28303, 1.18878, 0.08870], [-11.79229, 0.08173, 1.01869], [-10.69335, -0.80663, 1.59560], [-9.80855, -1.35572, 0.47770], [-9.23195, -0.25409, -0.41245], [-10.29375, 0.67710, -0.90527], [-10.93822, 0.09627, -1.86430], [-8.13808, 0.49684, 0.37736], [-8.48248, -0.88577, -1.58394], [-12.49842, 1.82048, -0.58971], [-9.68616, 2.16379, 1.30230], [-10.58557, 3.24457, 0.27146], [-11.31385, 2.60491, 1.74279], [-12.48745, -0.55862, 0.46523], [-12.37386, 0.52461, 1.82966], [-10.09774, -0.25153, 2.32595], [-11.14491, -1.63742, 2.14254], [-8.99120, -1.93893, 0.90859], [-10.39704, -2.05278, -0.12823], [-7.85386, 1.42361, -0.12413], [-7.24060, -0.11028, 0.46103], [-8.41871, 0.72466, 1.40419], [-9.11071, -1.55598, -2.16909], [-7.64561, -1.47552, -1.21128], [-8.08215, -0.11876, -2.24949], [-12.19919, 2.58430, -1.30866], [-13.12462, 2.29743, 0.16528], [-13.11526, 1.08749, -1.10724]],
  "forces_ev_per_angstrom": [[-0.41, 0.44, -0.64], [0.55, -0.67, 0.88], [-0.64, 0.93, -1.54], [0.73, -1.33, 0.49], [-0.54, 0.79, -0.21], [0.15, -0.75, -0.29], [0.99, 0.92, 0.93], [0.07, 0.42, -0.09], [-0.81, -0.25, -0.73], [-0.22, 0.61, 0.43], [0.43, -0.06, 0.34], [0.73, 0.65, 0.01], [-0.74, -0.38, -0.14], [-0.13, 0.02, 0.32], [-0.69, 0.14, -0.25], [0.89, -0.77, 0.46], [-0.13, 0.79, -0.47], [0.30, -0.38, 0.15], [0.06, 0.22, -0.25], [-1.27, 0.36, -1.43], [1.43, -0.86, 1.16], [-0.26, 0.32, -0.60], [0.28, 0.05, 0.24], [-0.48, 0.18, -0.79], [-0.42, -0.03, 0.58], [0.23, -0.52, 0.95], [-0.44, 0.15, -0.88], [0.23, -0.36, 0.95], [0.71, -0.46, 0.49], [0.03, 0.25, 0.23], [-0.26, -0.09, -0.45], [-0.72, 0.12, -1.14], [-0.22, -0.10, 0.39], [0.20, 0.04, 0.49], [0.04, -0.13, 0.21], [0.30, -0.01, -0.11], [0.12, -0.10, 0.21], [-0.20, 0.20, 0.02], [-0.11, 0.31, -0.01], [-0.06, -0.23, 0.56], [0.32, -0.05, 0.37], [-0.32, 0.12, -0.08], [0.01, 0.15, -0.05], [0.00, -0.10, -0.12], [0.15, -0.08, 0.18], [0.12, 0.03, -0.08], [-0.21, 0.06, 0.10], [0.10, -0.42, 0.09], [-0.09, -0.36, -0.04], [0.34, -0.07, 0.26], [0.17, 0.02, 0.46], [0.10, -0.17, -0.30], [-0.07, -0.29, -0.40], [-0.26, -0.12, -0.16], [0.02, 0.24, -0.03], [0.04, -0.14, 0.18], [-0.30, -0.03, 0.00], [0.34, 0.10, -0.03], [0.00, -0.05, 0.18], [-0.13, 0.10, -0.10], [0.35, -0.04, -0.11], [0.04, -0.12, -0.12], [0.17, 0.11, -0.11], [-0.10, 0.10, -0.05], [-0.34, 0.50, 0.12], [0.05, -0.23, 0.06], [-0.13, -0.30, 0.03], [-0.19, -0.04, 0.07], [0.10, -0.01, 0.24], [-0.19, -0.12, -0.02], [-0.37, 0.00, 0.15], [-0.07, 0.25, 0.15], [0.02, -0.19, -0.01], [0.21, 0.25, -0.18], [0.31, 0.04, -0.21], [-0.03, 0.19, -0.06], [0.16, -0.07, -0.25], [0.08, -0.18, 0.12], [0.10, 0.14, 0.06], [-0.21, -0.09, -0.24], [-0.04, 0.12, -0.12], [-0.06, 0.38, -0.27], [0.20, -0.01, -0.11], [0.22, 0.31, -0.12], [1.57, -0.10, 1.10], [-0.23, 0.06, -0.59], [-0.01, 0.06, 0.06], [0.06, -0.55, 0.01], [0.94, 1.67, -0.43], [-0.86, -1.60, -1.46], [-0.42, 0.31, 0.60], [0.25, -0.06, 0.11], [-0.52, -0.28, 0.17], [-0.69, -0.06, 0.00], [-0.04, -0.05, -0.10], [-0.08, -0.02, -0.02], [-0.12, -0.10, 0.03], [-0.09, 0.10, 0.09], [-0.01, 0.06, 0.17], [-0.03, 0.03, 0.03], [0.02, 0.00, 0.02], [-0.05, 0.15, 0.09], [-0.05, 0.03, 0.13], [0.00, -0.05, 0.02], [-0.17, -0.05, -0.03], [-0.02, -0.04, 0.09], [0.02, -0.06, 0.15], [0.17, -0.04, 0.01], [0.00, -0.04, 0.01], [-0.03, 0.03, -0.04], [0.14, 0.12, -0.08], [-0.05, 0.11, -0.02], [0.35, 0.02, 0.19], [-0.10, 1.59, 1.09], [0.16, -0.62, -0.01], [0.04, 0.06, -0.04], [-0.54, -0.06, 0.17], [1.84, 0.25, 0.68], [-1.38, -1.87, 0.01], [0.17, 0.43, -0.65], [-0.14, 0.17, 0.21], [-0.40, -0.08, -0.50], [-0.09, -0.29, -0.56], [-0.03, -0.11, 0.00], [-0.02, -0.05, -0.06], [-0.12, -0.03, -0.10], [0.06, 0.06, -0.14], [0.02, 0.16, -0.08], [0.02, 0.02, -0.05], [0.00, 0.02, 0.01], [0.12, 0.09, -0.10], [-0.02, 0.11, -0.10], [-0.05, 0.01, 0.00], [-0.03, -0.06, -0.15], [-0.07, 0.09, -0.05], [-0.08, 0.14, -0.02], [-0.01, 0.08, 0.17], [-0.04, 0.00, 0.00], [0.04, -0.04, -0.01], [0.13, 0.00, 0.11], [0.10, -0.02, -0.05]]
}

***

# 2
{
  "formula": "C25H31N2O3",
  "method": "ωB97M-V/def2-TZVPD",
  "relative_energy_ev": 0.355,
  "e_lumo_ev": -4.6,
  "energy_ha": -1306.22513,
  "total_charge": 1,
  "symbols": ["C", "C", "C", "C", "O", "C", "C", "C", "C", "C", "C", "C", "C", "O", "C", "C", "C", "C", "C", "H", "H", "H", "H", "H", "H", "H", "H", "H", "H", "H", "H", "H", "H", "H", "C", "C", "C", "N", "C", "C", "C", "C", "C", "N", "O", "H", "H", "H", "H", "H", "H", "H", "H", "H", "H", "H", "H", "H", "H", "H", "H"],
  "xyz": [[-5.51578, 2.88110, -1.18428], [-4.74816, 1.56484, -1.42195], [-3.30421, 1.99151, -1.29889], [-3.31352, 3.38992, -1.02458], [-4.54993, 3.96009, -0.96113], [-2.14593, 4.11431, -0.76070], [-0.97069, 3.41857, -0.63236], [-0.87003, 2.03949, -1.02379], [0.37956, 1.36347, -1.12082], [1.60359, 2.02604, -1.38563], [2.83151, 1.32567, -1.15847], [4.04262, 1.99519, -1.16649], [4.04449, 3.38525, -1.47846], [5.26432, 3.98595, -1.42916], [6.22832, 2.94538, -1.07385], [5.47809, 1.60414, -0.92223], [2.87426, 4.08151, -1.80995], [1.69429, 3.38257, -1.86978], [-2.08123, 1.33949, -1.30917], [-6.14077, 3.18873, -2.03267], [-6.14804, 2.83238, -0.28997], [-5.04322, 0.82247, -0.66641], [-5.00056, 1.13960, -2.40260], [-2.24241, 5.18682, -0.61794], [-0.09176, 3.93418, -0.23444], [0.40166, 0.28538, -0.95115], [2.77961, 0.26274, -0.92198], [6.98560, 2.92959, -1.86828], [6.71779, 3.25868, -0.13967], [5.65928, 1.18520, 0.07972], [5.85024, 0.86918, -1.64954], [2.95959, 5.13926, -2.02358], [0.80114, 3.89766, -2.22228], [-2.03354, 0.27581, -1.54141], [-2.13825, -3.80335, 5.52019], [-1.55204, -3.93866, 4.12451], [-1.82278, -2.69899, 3.27389], [-1.52453, -2.87629, 1.85579], [-0.57443, -2.14332, 1.23553], [-0.34656, -2.46334, -0.24616], [-0.09698, -3.97043, -0.56845], [1.22415, -4.03267, -1.35353], [1.87381, -2.64786, -1.18107], [0.88765, -1.72263, -0.57440], [0.09013, -1.28233, 1.82842], [-1.89786, -4.68306, 6.11835], [-1.73377, -2.92389, 6.02834], [-3.22647, -3.70411, 5.48339], [-0.46435, -4.06766, 4.19852], [-1.94714, -4.83285, 3.62674], [-2.87653, -2.38576, 3.37226], [-1.18018, -1.88524, 3.62284], [-2.09173, -3.52312, 1.32797], [-1.25060, -2.08709, -0.75045], [-0.00762, -4.51565, 0.37921], [-0.94293, -4.40818, -1.10796], [1.89532, -4.79171, -0.95130], [1.04904, -4.27902, -2.40866], [2.75521, -2.75946, -0.52790], [2.23361, -2.21877, -2.12493], [1.26964, -1.35675, 0.31274]],
  "forces_ev_per_angstrom": [[-0.58, 0.36, 0.04], [-0.19, -0.32, -0.18], [0.46, 0.96, 0.47], [-0.46, -0.13, -0.04], [1.34, -1.36, -0.35], [-0.67, 0.11, 0.18], [0.48, -0.20, -0.66], [-0.35, 0.39, 0.38], [0.11, 1.01, -0.14], [0.11, 0.08, -0.49], [0.58, 0.11, 0.36], [-0.47, 0.70, -0.42], [0.48, 0.05, 0.42], [-1.51, -1.38, 0.04], [0.71, 0.20, 0.12], [0.30, -0.32, 0.14], [0.43, -0.05, -0.21], [-0.26, -0.07, 0.79], [-0.53, -0.01, 0.12], [0.24, -0.14, 0.22], [0.18, 0.06, -0.21], [0.27, 0.16, -0.20], [0.20, 0.11, 0.20], [0.21, -0.20, 0.34], [-0.33, -0.25, -0.24], [0.09, -0.06, -0.29], [0.02, 0.23, 0.04], [-0.27, -0.01, 0.21], [-0.24, -0.05, -0.34], [-0.25, 0.10, -0.33], [-0.22, 0.18, 0.15], [-0.18, -0.08, -0.26], [0.25, -0.24, 0.08], [0.04, 0.18, 0.04], [-0.04, -0.01, 0.02], [0.24, -0.03, -0.27], [-0.29, 0.16, 0.14], [0.08, 0.25, 0.23], [-0.04, -0.03, 0.89], [0.79, 0.31, 0.59], [-0.20, 0.22, 0.51], [-0.16, 0.18, -0.28], [0.35, 0.21, -0.01], [0.26, -0.45, -0.30], [-0.57, -0.76, -0.58], [-0.04, 0.08, 0.03], [-0.04, -0.07, 0.00], [0.07, 0.00, 0.03], [-0.16, -0.08, -0.09], [-0.01, 0.09, 0.07], [0.31, -0.09, 0.05], [-0.28, -0.04, -0.10], [0.21, 0.04, -0.01], [0.35, 0.02, -0.30], [0.01, 0.05, -0.19], [0.21, 0.08, 0.02], [-0.17, -0.07, -0.07], [0.03, 0.15, 0.26], [-0.26, 0.22, -0.12], [-0.08, -0.28, 0.05], [-0.54, -0.27, -0.49]]
}

***

# 3
{
  "formula": "C3H7NO3",
  "method": "ωB97M-V/def2-TZVPD",
  "relative_energy_ev": 1.024,
  "e_lumo_ev": 0.7,
  "energy_ha": -399.00002,
  "smiles": "CC(=O)NC=O.O",
  "symbols": ["O", "C", "N", "C", "O", "C", "H", "H", "H", "H", "H", "H", "H", "O"],
  "xyz": [[-1.41481, -1.62745, -0.28158], [-0.91072, -0.62736, -0.69157], [0.01774, 0.07328, 0.08416], [0.59453, 1.31507, -0.04234], [1.32819, 1.73545, 0.80421], [-1.16264, -0.03907, -2.06236], [0.62208, -0.44552, 0.71467], [0.32591, 1.83506, -0.96565], [-1.95751, -0.50975, -2.61810], [-0.23271, -0.06172, -2.62926], [-1.45664, 1.00665, -1.96441], [1.64801, -1.33985, 3.81645], [1.39537, -0.19633, 2.84340], [1.20321, -1.11846, 2.99239]],
  "forces_ev_per_angstrom": [[-0.15, -0.65, 0.22], [0.04, 0.58, -0.86], [1.24, -0.20, 0.43], [-0.90, -0.38, -0.85], [0.67, 0.43, 0.35], [0.02, 0.67, 0.23], [-0.95, -0.61, 0.50], [-0.02, 0.44, 0.01], [-0.09, -0.53, 0.13], [0.00, -0.04, -0.09], [0.10, 0.12, 0.01], [-0.02, -0.01, -0.06], [0.14, 0.61, 0.01], [-0.09, -0.42, -0.02]]
}